7
Properties=species:S:1:pos:R:3:mulliken_charge:R:1 method="wB97M-V/def2-TZVPD" lumo_energy_ev=-2.336 relative_energy_kj_mol=230.2 spin_multiplicity=1 e_tot_ev=-23447.60571 orbital_gap_ev=9.4
C -0.95 -0.66 0.29 0.82
O -1.18 0.54 0.07 -0.44
O 0.83 0.89 -1.59 -0.26
O 0.14 -1.22 0.23 -0.49
F -1.95 -1.42 0.74 -0.20
F 2.33 0.95 0.48 -0.29
S 0.78 0.91 -0.22 0.86


8
Properties=species:S:1:pos:R:3:mulliken_charge:R:1 method="wB97M-V/def2-TZVPD" lumo_energy_ev=-1.210 relative_energy_kj_mol=50.3 spin_multiplicity=1 e_tot_ev=-48820.61825 orbital_gap_ev=7.9
C 0.28 0.62 -0.20 0.06
C -0.63 -0.44 0.36 0.04
H 1.23 2.82 -0.05 0.17
H -1.46 0.16 0.88 0.25
S 0.23 2.21 0.55 -0.16
S 1.41 0.46 -1.46 -0.15
Cl -1.44 -1.36 -0.94 -0.12
Cl 0.04 -1.39 1.69 -0.10


47
Properties=species:S:1:pos:R:3:mulliken_charge:R:1 method="wB97M-V/def2-TZVPD" lumo_energy_ev="-1.362 / -1.361" relative_energy_kj_mol=66.5 spin_multiplicity=1 e_tot_ev=-132401.95965 orbital_gap_ev="6.1 / 6.1"
Ti 0.40 0.12 0.09 0.46
S 6.18 2.60 -2.44 -0.23
C 4.69 2.30 -1.84 0.12
S 4.29 2.36 -0.16 -0.05
C 2.59 2.00 -0.32 0.00
C 2.14 1.75 -1.58 0.25
S 0.51 1.31 -1.97 -0.46
S 3.34 1.84 -2.83 -0.09
S 1.60 1.88 1.10 -0.35
S -3.87 1.73 0.36 -0.26
C -2.83 3.07 0.57 -0.55
C -1.51 2.72 0.53 -0.55
C -1.31 1.31 0.33 0.27
C -2.52 0.68 0.21 0.38
C -2.60 -0.74 -0.04 0.83
C -3.77 -1.47 -0.16 -0.93
C -3.70 -2.82 -0.45 -0.58
C -2.46 -3.41 -0.60 -0.80
C -1.33 -2.63 -0.45 -0.61
N -1.38 -1.32 -0.16 0.91
H -3.24 4.06 0.70 0.49
H -0.70 3.42 0.64 0.40
H -4.73 -0.97 -0.05 0.40
H -4.61 -3.40 -0.55 0.44
H -2.35 -4.46 -0.83 0.46
H -0.34 -3.05 -0.55 0.41
F 2.65 -0.67 -0.12 -0.10
B 2.08 -1.93 -0.39 0.30
F 1.09 -1.62 -1.38 -0.47
F 2.93 -2.91 -0.72 -0.27
F 1.28 -2.20 0.78 -0.25
C -1.74 1.30 3.81 -0.49
O -0.36 0.97 3.59 -0.30
P 0.07 -0.30 2.73 0.87
O -0.83 -1.41 3.45 -0.42
C -0.92 -2.77 3.00 -0.54
O 1.54 -0.55 3.28 -0.11
C 1.85 -0.54 4.68 -0.78
H -1.75 2.29 4.28 0.22
H -2.19 0.57 4.48 0.28
H -2.29 1.35 2.87 0.18
H 0.07 -3.18 2.81 0.26
H -1.52 -2.82 2.10 0.14
H -1.41 -3.32 3.79 0.34
H 1.86 0.48 5.04 0.27
H 2.84 -0.98 4.78 0.23
H 1.12 -1.12 5.24 0.33


10
Properties=species:S:1:pos:R:3:mulliken_charge:R:1 method="wB97M-V/def2-TZVPD" lumo_energy_ev=-1.037 relative_energy_kj_mol=115.0 spin_multiplicity=1 e_tot_ev=-25550.43387 orbital_gap_ev=9.3
N 0.09 0.27 1.16 -0.42
N 0.74 0.94 -1.10 0.71
N -0.86 -0.47 1.17 1.03
O 0.30 2.07 -1.19 -0.51
O 1.93 0.65 -1.04 -0.45
O -1.40 -1.16 1.95 -0.58
O -1.46 -0.38 -0.22 -0.32
O 0.42 -1.73 -1.09 -0.44
S -0.52 -0.68 -1.47 0.75
H 0.77 0.49 1.84 0.24


13
Properties=species:S:1:pos:R:3:mulliken_charge:R:1 method="wB97M-V/def2-TZVPD" lumo_energy_ev=0.937 relative_energy_kj_mol=103.7 spin_multiplicity=1 e_tot_ev=-9272.42745 orbital_gap_ev=9.0
C 2.24 0.36 -0.38 -0.59
O 1.40 -0.78 -0.20 -0.41
C 0.10 -0.44 -0.02 0.60
C -0.99 -1.26 0.12 -0.54
N -2.04 -0.38 0.34 -0.02
C -1.54 0.87 0.31 -0.30
N -0.25 0.87 0.09 -0.53
H 2.02 0.84 -1.34 0.28
H 3.26 -0.02 -0.36 0.23
H 2.09 1.10 0.40 0.29
H -1.15 -2.33 0.09 0.40
H -3.01 -0.62 0.49 0.18
H -2.12 1.77 0.46 0.41


158
Properties=species:S:1:pos:R:3:mulliken_charge:R:1 method="wB97M-V/def2-TZVPD" lumo_energy_ev=-1.282 relative_energy_kj_mol=0.0 spin_multiplicity=1 e_tot_ev=-126932.86499 orbital_gap_ev=8.1
C 17.23 17.75 19.17 -0.84
C 17.29 18.46 20.28 -0.12
C 18.29 18.20 21.29 1.36
O 18.44 19.04 22.18 -0.69
C 19.19 17.03 21.17 -0.53
C 19.08 16.24 20.11 -0.07
C 18.05 16.59 19.01 0.64
O 18.00 15.88 17.98 -0.62
O 19.98 15.33 19.94 -0.24
O 16.62 19.53 20.50 -0.45
H 16.52 18.06 18.41 0.57
H 19.79 16.85 22.06 0.57
H 19.74 14.87 19.13 0.38
H 16.88 19.86 21.37 0.34
C 21.37 22.49 24.50 -0.42
C 21.01 21.34 23.83 -0.63
C 20.50 20.23 24.56 -0.66
C 20.57 20.24 25.92 0.23
C 21.05 21.38 26.62 0.18
C 21.39 22.50 25.90 -0.61
C 21.35 21.42 28.08 0.58
O 21.91 22.35 28.63 -0.64
C 21.10 20.08 28.84 0.24
C 21.48 19.96 30.18 -0.58
C 21.14 18.85 30.93 -0.43
C 20.44 17.80 30.32 -0.62
C 20.13 17.90 28.98 -0.29
C 20.46 18.97 28.20 0.12
C 20.27 18.95 26.69 0.49
O 19.91 17.95 26.15 -0.64
H 21.56 23.41 23.94 0.38
H 20.82 21.32 22.75 0.38
H 20.04 19.39 24.07 0.74
H 21.72 23.42 26.44 0.39
H 21.93 20.78 30.74 0.40
H 21.43 18.78 31.94 0.45
H 20.17 16.94 30.86 0.42
H 19.69 17.08 28.50 0.51
C 25.99 14.72 14.60 0.02
C 25.90 14.71 13.18 -0.73
C 24.88 15.38 12.55 -1.09
C 23.96 16.23 13.32 0.34
C 24.13 16.23 14.73 1.10
C 25.15 15.48 15.37 -1.30
C 23.22 16.99 15.71 0.72
O 23.32 16.90 16.92 -0.74
C 22.19 17.84 15.01 0.55
C 21.36 18.60 15.81 -0.82
C 20.39 19.41 15.21 -0.51
C 20.21 19.42 13.81 -0.74
C 20.94 18.52 13.06 -0.91
C 22.00 17.79 13.65 0.58
C 22.83 17.02 12.67 0.58
O 22.61 17.07 11.47 -0.68
H 26.78 14.09 15.09 0.27
H 26.64 14.24 12.53 0.41
H 24.87 15.32 11.48 0.47
H 25.35 15.51 16.41 0.67
H 21.58 18.67 16.91 0.39
H 19.86 20.14 15.78 0.58
H 19.47 20.10 13.34 0.47
H 20.74 18.45 11.97 0.38
C 14.74 15.12 14.00 -0.63
C 15.04 15.25 15.34 -0.70
C 14.45 16.30 16.07 -1.02
C 13.61 17.26 15.43 0.76
C 13.36 17.13 14.03 0.42
C 13.92 16.02 13.38 -0.93
C 12.54 18.07 13.29 0.77
O 12.20 17.92 12.14 -0.65
C 12.31 19.31 14.04 0.24
C 11.89 20.34 13.24 -0.85
C 11.46 21.59 13.75 -0.65
C 11.42 21.78 15.10 -0.85
C 11.90 20.72 15.92 -0.04
C 12.41 19.53 15.39 0.75
C 12.96 18.39 16.25 0.02
O 12.92 18.36 17.49 -0.65
H 15.29 14.36 13.48 0.43
H 15.82 14.67 15.83 0.45
H 14.69 16.50 17.07 0.66
H 13.57 15.85 12.34 0.41
H 11.66 20.21 12.18 0.45
H 11.05 22.34 13.06 0.42
H 11.02 22.60 15.59 0.56
H 11.86 20.78 16.98 0.65
C 22.85 10.51 19.60 -1.37
C 24.00 10.16 18.89 -0.64
C 24.34 10.68 17.63 -0.58
C 23.61 11.76 17.13 0.84
C 22.49 12.17 17.90 1.10
C 22.10 11.55 19.04 -0.12
C 21.55 13.19 17.25 -0.16
O 20.78 13.92 17.94 -0.79
C 21.62 13.32 15.77 -0.18
C 20.60 13.94 15.14 -0.56
C 20.54 13.98 13.74 -0.93
C 21.53 13.35 12.96 -0.82
C 22.62 12.79 13.63 -0.24
C 22.72 12.85 15.04 1.27
C 23.88 12.26 15.74 -0.24
O 24.95 12.10 15.23 -0.70
H 22.62 9.92 20.45 0.53
H 24.58 9.31 19.24 0.39
H 25.25 10.29 17.04 0.48
H 21.14 11.84 19.45 0.47
H 19.78 14.41 15.67 0.76
H 19.61 14.40 13.33 0.44
H 21.38 13.43 11.86 0.33
H 23.52 12.48 13.09 0.45
C 23.59 15.04 21.93 -0.53
C 23.62 15.55 20.65 -0.73
C 24.43 14.99 19.69 -0.30
C 25.25 13.91 20.03 0.23
C 25.12 13.31 21.32 0.97
C 24.40 13.96 22.31 -0.73
C 25.92 12.14 21.63 0.01
O 26.21 11.77 22.75 -0.67
C 26.64 11.46 20.50 0.82
C 27.46 10.38 20.78 -0.83
C 28.14 9.77 19.72 -0.51
C 27.98 10.14 18.42 -0.91
C 27.31 11.30 18.17 -0.41
C 26.74 12.04 19.23 0.39
C 26.11 13.34 18.98 0.26
O 26.34 14.01 17.94 -0.66
H 22.87 15.42 22.60 0.48
H 22.90 16.28 20.34 0.64
H 24.39 15.25 18.60 0.13
H 24.35 13.57 23.36 0.36
H 27.55 9.97 21.76 0.53
H 28.63 8.86 20.02 0.36
H 28.49 9.66 17.62 0.51
H 27.09 11.55 17.15 0.61
C 14.59 23.52 18.49 -0.75
C 14.73 22.13 18.79 -0.84
C 14.97 21.23 17.79 -0.51
C 15.19 21.66 16.50 1.07
C 14.97 23.00 16.14 0.66
C 14.66 23.89 17.19 -1.04
C 14.93 23.47 14.80 0.74
O 14.79 24.65 14.46 -0.72
C 15.22 22.45 13.70 0.43
C 15.33 22.87 12.38 -0.52
C 15.62 21.96 11.36 -0.94
C 15.57 20.63 11.65 -1.04
C 15.45 20.20 13.01 -0.39
C 15.35 21.10 14.05 0.80
C 15.56 20.64 15.46 -0.18
O 16.02 19.58 15.80 -0.47
H 14.43 24.18 19.36 0.41
H 14.60 21.78 19.80 0.54
H 14.85 20.12 17.88 0.20
H 14.54 24.96 16.91 0.40
H 15.23 23.92 12.26 0.57
H 15.55 22.27 10.30 0.32
H 15.66 19.80 11.01 0.57
H 15.47 19.16 13.35 0.65


27
Properties=species:S:1:pos:R:3:mulliken_charge:R:1 method="wB97M-V/def2-TZVPD" lumo_energy_ev=0.937 relative_energy_kj_mol=13.8 spin_multiplicity=1 e_tot_ev=-13140.64796 orbital_gap_ev=8.8
C -4.62 -0.21 -0.07 -0.70
C -4.66 -1.34 0.94 -0.89
H -5.58 0.32 -0.11 0.38
H -3.90 0.57 0.15 0.15
H -4.50 -0.59 -1.09 0.21
H -3.69 -1.82 1.08 0.26
H -5.34 -2.13 0.63 0.32
H -4.99 -1.03 1.94 0.28
C 4.13 0.15 -0.20 -1.35
C 0.47 0.27 0.53 -0.38
C 1.53 0.17 -0.39 0.82
C 2.75 0.28 0.35 0.47
C 2.40 0.43 1.65 -0.66
C -1.16 0.10 -1.16 -0.05
C -0.88 0.28 0.18 -0.50
C -0.13 -0.05 -2.11 -0.77
C 1.20 -0.03 -1.75 -0.38
N 1.02 0.44 1.77 -0.01
H -2.19 0.11 -1.48 0.20
H -1.65 0.41 0.93 0.33
H -0.45 -0.26 -3.12 0.36
H 2.00 -0.17 -2.46 0.38
H 0.53 0.60 2.62 0.17
H 3.00 0.61 2.52 0.39
H 4.89 0.48 0.51 0.36
H 4.25 0.71 -1.13 0.33
H 4.39 -0.89 -0.45 0.27


10
Properties=species:S:1:pos:R:3:mulliken_charge:R:1 method="wB97M-V/def2-TZVPD" lumo_energy_ev=-0.251 relative_energy_kj_mol=406.1 spin_multiplicity=1 e_tot_ev=-18482.77849 orbital_gap_ev=10.5
C 0.86 -1.64 -0.06 0.34
C -1.44 0.11 0.21 -0.85
N 1.28 -2.57 -0.57 -0.31
N 1.20 1.00 -0.08 0.85
O 2.34 0.62 -0.10 -0.54
O 0.75 2.00 -0.54 -0.54
P 0.25 -0.27 0.92 0.12
H -1.40 0.11 -0.97 0.30
H -2.27 -0.54 0.68 0.32
H -1.56 1.17 0.51 0.31


19
Properties=species:S:1:pos:R:3:mulliken_charge:R:1 method="wB97M-V/def2-TZVPD" lumo_energy_ev="-9.174 / -9.177" charge=+2 relative_energy_kj_mol=656.6 spin_multiplicity=1 e_tot_ev=-9811.13793 orbital_gap_ev="8.8 / 8.8"
C 2.84 -0.42 -0.76 0.09
C 1.85 1.31 0.51 -0.21
C 1.40 -0.09 0.51 0.14
C -0.93 -0.70 0.53 -0.59
C -1.64 0.06 -0.53 -0.38
N 1.84 0.55 -0.74 -0.30
N 2.45 -1.06 0.31 -0.08
N -3.10 0.13 -0.18 -0.31
H 3.61 -0.59 -1.49 0.41
H 1.08 2.08 0.55 0.18
H 2.80 1.61 0.94 0.27
H -1.05 -0.38 1.56 0.38
H -0.71 -1.74 0.39 0.39
H -1.27 1.08 -0.61 0.35
H -1.54 -0.42 -1.50 0.28
H 2.77 -1.89 0.81 0.24
H -3.54 -0.81 -0.18 0.38
H -3.62 0.72 -0.87 0.38
H -3.25 0.55 0.75 0.38


80
Properties=species:S:1:pos:R:3:mulliken_charge:R:1 method="wB97M-V/def2-TZVPD" lumo_energy_ev=2.482 charge=-1 relative_energy_kj_mol=9.5 spin_multiplicity=1 e_tot_ev=-75387.51288 orbital_gap_ev=4.6
Sc -0.12 -2.25 2.79 -0.02
Cl 0.81 -0.17 3.32 -0.51
P 0.51 0.11 -0.17 0.36
C 1.64 -3.29 2.86 -0.70
H 1.79 -4.33 2.54 0.24
H 2.61 -2.86 3.17 0.17
C -0.42 0.25 -1.82 -0.05
C 2.25 -0.51 -0.55 -0.05
C -0.52 -1.12 -2.51 0.26
H -1.43 0.51 -1.44 0.56
C -1.55 -1.08 -3.64 -0.72
H 0.47 -1.39 -2.93 0.21
H -0.75 -1.92 -1.79 -1.02
C -1.27 0.04 -4.65 -0.77
H -1.57 -2.05 -4.14 0.39
H -2.54 -0.93 -3.20 0.34
C -1.03 1.39 -3.98 -1.00
H -0.39 -0.23 -5.25 0.32
H -2.11 0.12 -5.35 0.40
C -0.02 1.33 -2.83 -0.18
H -0.69 2.12 -4.72 0.39
H -1.99 1.77 -3.58 0.38
H 0.97 1.11 -3.23 0.06
H 0.04 2.32 -2.35 0.04
C 0.80 1.89 0.39 0.63
C 2.79 -0.18 -1.94 -0.51
H 2.87 -0.01 0.21 0.87
C 4.23 -0.68 -2.07 -1.09
H 2.17 -0.66 -2.70 0.05
H 2.76 0.91 -2.14 0.12
C 4.34 -2.18 -1.81 -0.78
H 4.61 -0.44 -3.07 0.40
H 4.86 -0.14 -1.34 0.35
C 3.70 -2.60 -0.49 -1.12
H 3.85 -2.73 -2.63 0.29
H 5.40 -2.48 -1.82 0.44
C 2.31 -2.01 -0.30 0.73
H 3.63 -3.69 -0.43 0.41
H 4.33 -2.28 0.35 0.40
H 1.61 -2.54 -0.96 0.13
H 1.98 -2.26 0.73 -0.49
C -0.52 2.67 0.42 -0.61
H 1.11 1.70 1.44 0.38
C -0.34 4.07 1.03 -0.75
H -0.92 2.78 -0.60 0.15
H -1.28 2.11 0.99 -0.16
C 0.80 4.86 0.39 -0.72
H -1.28 4.63 0.94 0.39
H -0.14 3.95 2.11 0.33
C 2.11 4.06 0.31 -1.05
H 0.51 5.17 -0.62 0.31
H 0.98 5.78 0.96 0.36
C 1.92 2.67 -0.31 -0.39
H 2.85 4.61 -0.27 0.39
H 2.51 3.93 1.32 0.41
H 1.68 2.78 -1.38 0.03
H 2.87 2.12 -0.26 0.26
C -3.39 -0.04 2.10 -0.40
C -2.80 -0.95 2.82 -0.09
H -3.50 -0.20 1.02 0.30
C -2.61 -0.84 4.32 -0.75
H -2.59 -1.96 2.39 0.82
C -3.45 0.29 4.94 -1.06
H -2.85 -1.78 4.83 0.34
H -1.56 -0.61 4.55 0.30
C -3.47 1.54 4.06 -0.55
H -4.48 -0.05 5.11 0.34
H -3.05 0.55 5.93 0.40
C -3.99 1.21 2.65 -0.86
H -4.09 2.32 4.51 0.35
H -2.45 1.93 3.98 0.20
H -5.09 1.12 2.71 0.43
H -3.79 2.06 1.98 0.30
C -2.08 -4.48 -0.30 -1.20
C -0.78 -3.83 0.09 0.59
O 0.24 -4.06 -0.56 -0.61
O -0.83 -3.02 1.13 -0.01
H -2.73 -4.66 0.56 0.32
H -1.85 -5.43 -0.80 0.36
H -2.60 -3.84 -1.03 0.21


22
Properties=species:S:1:pos:R:3:mulliken_charge:R:1 method="wB97M-V/def2-TZVPD" lumo_energy_ev=0.911 relative_energy_kj_mol=279.7 spin_multiplicity=1 e_tot_ev=-10438.12914 orbital_gap_ev=9.2
C 0.04 1.22 3.11 -1.42
C -0.26 1.11 1.60 0.39
C 1.02 0.52 0.88 -1.30
C 0.82 0.15 -0.54 -0.30
C 1.18 -1.03 -1.03 -0.02
N 1.05 -1.39 -2.36 -0.45
N -1.51 0.40 1.28 -0.58
H 0.94 1.95 3.29 0.28
H 0.35 0.26 3.37 0.41
H -0.83 1.53 3.65 0.42
H -0.33 2.13 1.28 0.24
H 1.84 1.08 0.97 0.60
H 1.23 -0.40 1.44 0.30
H 0.57 1.03 -1.14 0.26
H 1.43 -1.94 -0.42 0.23
H 1.54 -0.84 -3.02 0.19
H 1.06 -2.38 -2.59 0.25
H -2.12 0.42 2.13 0.27
H -1.29 -0.52 1.27 0.24
H -2.19 -0.68 -1.92 0.29
H -1.17 -1.25 -2.74 0.29
O -1.83 -0.66 -2.76 -0.61


8
Properties=species:S:1:pos:R:3:mulliken_charge:R:1 method="wB97M-V/def2-TZVPD" lumo_energy_ev="-0.304 / -0.050" relative_energy_kj_mol=467.1 spin_multiplicity=1 e_tot_ev=-12624.90444 orbital_gap_ev="8.7 / 7.5"
B -1.52 -0.15 0.42 0.13
C 2.20 0.18 -0.06 -0.83
S -2.42 -0.42 -0.94 -0.23
H -1.60 -0.14 1.55 -0.02
H 2.61 1.13 -0.35 0.29
H 1.96 -0.53 -0.84 0.29
H 2.57 -0.23 0.93 0.24
H -3.80 0.16 -0.71 0.12